{"formula": "C60H180N30O10P10", "method": "ωB97M-V/def2-TZVPD", "species": ["H", "C", "N", "P", "H", "C", "P", "H", "H", "H", "H", "C", "N", "H", "H", "H", "C", "H", "C", "H", "H", "P", "H", "N", "C", "H", "H", "H", "N", "H", "H", "H", "H", "H", "H", "C", "C", "N", "N", "H", "N", "C", "H", "O", "O", "H", "C", "H", "H", "H", "H", "H", "H", "H", "H", "C", "H", "N", "H", "C", "H", "H", "H", "N", "H", "C", "H", "H", "C", "C", "N", "H", "H", "P", "H", "N", "H", "P", "H", "H", "H", "C", "N", "H", "C", "C", "H", "H", "H", "H", "H", "H", "N", "H", "C", "H", "O", "H", "H", "N", "H", "C", "H", "H", "H", "H", "H", "C", "H", "C", "C", "H", "H", "H", "C", "H", "H", "H", "H", "H", "H", "N", "H", "H", "H", "H", "H", "H", "C", "H", "H", "C", "H", "C", "H", "H", "H", "N", "H", "O", "O", "H", "H", "C", "H", "O", "C", "C", "N", "C", "H", "H", "H", "H", "H", "N", "C", "H", "H", "H", "H", "N", "H", "H", "H", "C", "H", "H", "H", "N", "H", "H", "C", "P", "H", "C", "H", "H", "H", "H", "H", "H", "H", "N", "N", "H", "N", "C", "H", "N", "H", "H", "C", "H", "H", "H", "H", "H", "H", "H", "H", "P", "H", "C", "H", "C", "H", "H", "C", "N", "H", "H", "N", "H", "C", "H", "O", "C", "H", "C", "H", "H", "H", "H", "H", "H", "H", "C", "H", "H", "C", "P", "H", "H", "C", "C", "H", "N", "H", "H", "H", "C", "H", "C", "H", "H", "H", "H", "H", "H", "O", "H", "C", "P", "N", "C", "H", "H", "H", "H", "H", "H", "C", "P", "C", "H", "H", "H", "C", "C", "H", "O", "H", "C", "H", "H", "C", "H", "H", "C", "N", "H", "O", "H", "C", "N", "C", "H", "H", "H"], "positions_angstrom": [[-0.23595, -7.35398, -1.35899], [4.37307, -1.51550, -0.43095], [6.57554, -3.52948, -1.39499], [-6.07190, 3.06476, 1.91957], [-2.66702, 5.70880, -5.32220], [0.74744, -7.09558, -1.75175], [5.48833, 0.36694, -6.55182], [-0.66758, -4.06178, 1.82932], [-1.39146, 10.32958, -4.60880], [0.83475, -4.40679, 3.52474], [-4.29885, -4.29014, -4.09855], [1.91591, 6.17173, -5.13169], [0.02546, 2.28159, -0.84772], [2.23836, 8.91810, -4.74500], [2.37740, -4.98133, 3.32283], [6.68646, -2.80499, -7.70115], [-1.61154, 5.93080, -5.16474], [3.37781, -0.50885, -8.10271], [0.42319, -0.65445, 1.87887], [-2.10552, -0.86614, -1.59610], [3.24848, 2.17216, 6.45946], [0.03772, 7.73989, -3.68345], [1.73378, 2.24982, 9.58439], [6.35042, -0.71115, -7.57424], [2.34864, 6.37856, -2.64181], [-2.91340, 4.69223, 1.04001], [-0.86550, 5.08485, 11.10357], [-1.03501, 5.01235, -5.05437], [1.10551, -5.39776, 1.61051], [-7.30624, -0.60552, -1.74457], [-4.11584, -3.05801, -0.85859], [2.26092, -2.78440, 7.96562], [-5.39493, 0.76608, 0.67595], [-5.02256, 5.25967, 4.25837], [1.28785, 3.97446, -0.84218], [2.06028, 6.73448, 8.93399], [-0.04453, -4.56424, 1.08942], [4.70320, -2.68741, 0.38486], [3.46454, 0.28071, 5.43202], [8.01134, -0.72134, -8.85079], [0.90332, -8.03000, 1.15361], [5.90507, -2.07794, -7.92234], [4.98369, -3.76179, -2.84595], [2.22084, 0.53493, -0.76070], [-6.95861, 1.47983, -5.89743], [-5.40531, -8.10651, -5.31887], [7.26165, -0.00856, -8.50727], [-9.04850, 0.29976, -4.83175], [0.34018, 1.94253, 2.86461], [-8.93676, -1.40877, -4.26338], [-2.71732, 7.32064, -2.79205], [-5.15967, 0.94837, -1.62267], [-1.46451, 6.29658, -1.91597], [-5.79544, 3.34855, -2.30131], [6.75540, 0.24251, -9.43935], [-4.66237, 1.35154, -2.50485], [0.38563, -0.49945, 2.95714], [-4.69411, -4.68520, -2.17258], [0.62757, -6.77250, -2.78584], [3.64226, 0.43357, -8.58230], [1.01305, -8.15109, -1.81032], [5.17069, -1.32457, -1.14889], [6.53588, -1.70091, 7.61233], [-5.17293, 1.72022, 2.43170], [7.42064, -1.54957, -1.60918], [-7.45550, 5.03405, 2.91204], [4.35449, -0.56589, 0.10383], [-0.88174, -8.89422, 1.89251], [-2.10361, 6.41983, -2.79030], [-3.85785, 0.19052, -5.57637], [0.13758, 3.52874, 10.03448], [2.81786, -3.23466, 1.12652], [2.98197, 5.52416, -2.88053], [6.18817, -3.58309, 0.30165], [6.72645, -1.38323, 2.62467], [4.58624, -0.84426, 7.58289], [4.83714, 3.08647, -6.93109], [0.81814, 0.84195, -0.35070], [-4.06121, 0.52278, -2.87881], [4.41627, 0.42848, 9.24722], [-5.51097, -8.55625, -0.60544], [0.92876, 4.04627, 5.93913], [-7.36831, -0.24539, -3.79607], [-7.46259, -4.95739, -1.06613], [-5.81386, 0.86134, 3.46341], [5.16236, -0.11949, 8.67174], [-0.81723, -5.09713, 0.53530], [6.08802, -2.08729, -5.00828], [6.14913, -0.64818, -3.99025], [-6.50148, -5.49960, -5.50225], [2.41535, -9.43492, 1.47342], [-3.11505, 0.33066, -4.79106], [0.12548, 8.84739, -4.98833], [-1.12012, 2.32951, 8.07528], [1.35033, -5.26417, 3.09211], [-1.52124, 2.27211, 0.48360], [6.18372, -5.03307, 0.74226], [-5.84925, -1.08152, -2.60405], [5.29990, -0.34126, 4.76447], [-4.87969, 4.02059, 1.16116], [7.60573, 0.99145, -8.24332], [1.42178, -1.76130, 5.17066], [-7.60889, -6.22079, -4.33672], [1.50113, 7.05646, 9.81249], [1.49198, 10.40816, -4.40820], [-4.49166, 4.90873, -0.63247], [1.36126, -9.90451, 0.24153], [-6.08134, -7.66827, -0.33295], [1.65149, 7.23850, 8.05823], [-6.93673, -1.04745, -2.66991], [7.14210, -1.23183, 1.62847], [-3.29217, 3.74122, 2.39820], [-7.21608, 3.28315, -3.36927], [-6.84272, -8.21885, -4.25134], [-4.55999, 0.98799, 1.34059], [-7.04777, 5.82597, 2.28377], [-1.59406, -1.11016, 0.23243], [-9.31202, -0.14550, -3.04137], [-0.83716, 10.10755, -6.29750], [-1.51527, 3.08645, 6.57819], [2.79154, 4.41097, 10.29721], [-5.64512, -6.59779, -3.89418], [-0.36850, -1.34182, 1.58079], [5.97518, 0.43149, 8.19861], [4.40637, 0.34879, 3.54160], [1.04744, 5.88744, -5.72586], [1.93588, -4.24641, -0.95433], [0.83600, -10.08039, 1.85103], [5.55387, -1.85562, 7.16532], [-0.68215, 3.88829, 0.05272], [1.72093, 6.19636, -1.76953], [-1.04883, 9.60912, -5.35152], [2.79359, 0.31905, -5.82306], [-3.83121, -4.04141, -3.14590], [3.13610, 6.88946, 9.01576], [-8.43332, 4.64383, 2.62969], [-7.25809, -2.08287, -2.78275], [-1.32573, 6.70041, -3.92880], [0.38401, 3.84577, -2.41801], [2.11394, 0.04019, 7.83803], [-0.69191, 5.56428, 8.44222], [5.81816, -2.20090, -9.00189], [-4.73035, 3.41497, 4.31775], [-0.70375, 2.57842, 7.09918], [-7.04519, -8.03154, 0.02361], [0.14957, 8.40454, -2.37284], [-8.82453, -0.35891, -3.99264], [-1.57159, -0.54749, -0.70084], [1.89875, 5.26228, 8.67981], [5.77484, -4.34649, -2.37656], [0.78110, -0.91021, 5.40146], [-1.96181, 0.43922, -0.45135], [5.58072, -0.88522, 9.32499], [2.40413, 6.89859, -5.78088], [-6.35996, 0.05060, 2.98115], [1.57836, -6.29728, -0.89611], [8.82585, -2.81470, 1.05694], [-0.59447, 3.76735, 12.08040], [-4.45729, -2.04346, -6.36322], [8.04088, -0.67762, 1.89892], [0.50713, -3.80646, 0.53305], [4.36619, 1.13981, -7.55372], [-5.99188, -1.38365, -6.93994], [7.56994, -2.54476, -3.08288], [-3.92815, 0.18985, 1.73027], [2.33519, -5.12171, -1.46668], [4.88744, 1.67719, 6.06644], [-3.63857, -2.98171, -2.97850], [3.41756, -5.19024, -1.35768], [-5.15023, -0.39984, -5.24922], [-3.28898, -0.38030, -6.31029], [2.79744, 0.97001, -9.01430], [1.42541, 9.55833, -5.08751], [-6.33812, 0.74918, -4.75645], [-0.74339, -7.20169, 2.26388], [-4.48401, -4.08256, -0.80519], [9.19032, -2.99658, 2.06797], [2.96632, 7.27644, -2.66113], [4.37699, 0.25487, -9.36738], [-2.79180, -4.35528, -3.04998], [3.90984, -1.22072, 3.99348], [5.26569, -5.09361, -1.76770], [-3.73318, -4.63494, -0.24019], [7.37678, -2.53311, 1.00882], [-6.48726, 4.00945, 3.28746], [-6.54594, 1.52029, 3.93026], [-6.31143, -6.65906, -1.35541], [-0.78942, 3.99976, 11.03346], [2.12138, -4.97426, -2.52528], [1.46135, 6.65903, -3.83085], [1.43030, -1.03633, 1.71151], [1.07611, -6.16902, 3.63445], [3.85415, 1.64723, 5.72073], [-0.03603, -0.45294, -3.08006], [9.53332, -2.05334, 0.72846], [3.52384, -1.90503, 1.93640], [1.95811, -1.51653, 4.25385], [-7.86232, -5.85020, -2.42606], [3.13546, 3.55965, 8.64135], [0.88440, -2.66970, 4.89837], [6.46870, -0.57150, 1.08203], [3.03358, -0.58039, 6.82759], [-3.85463, 5.44680, 2.34043], [-1.06832, 2.92030, -0.26661], [2.67270, 5.39675, -5.01014], [-3.70636, 4.52987, 1.77004], [1.42596, 10.00988, -6.07958], [5.25906, 2.49983, -8.61871], [-6.66286, -5.68952, -4.44112], [-0.10294, -0.36025, -1.05258], [4.89445, -2.35241, -7.62001], [3.56285, 2.89640, -8.16689], [4.65794, -0.66048, -5.48234], [-5.02433, 0.46209, 4.10006], [2.23552, -3.17724, 6.94919], [-5.43016, -4.12127, -0.26537], [-7.20693, 2.76157, 1.12459], [-6.15632, 3.04305, -3.28342], [0.16309, 4.64953, 5.45137], [3.01305, 4.46788, 9.23147], [2.66478, -1.06343, -4.67594], [-0.37496, 1.64798, 6.63624], [1.77618, 2.83254, -2.03049], [-8.23248, -6.53899, -0.72196], [-5.74782, 3.60451, -4.12366], [-6.15582, -2.25520, -5.63078], [-5.23604, -8.61511, -3.72034], [0.89162, 3.31383, -1.61335], [0.33829, 1.32655, 9.99322], [-1.15641, -7.78118, 0.56267], [3.77539, -2.87166, 1.49998], [0.40200, 4.55260, 8.54845], [8.45888, -2.96294, -1.56177], [4.68847, -1.71553, -3.80117], [0.87407, 2.23914, 10.25438], [4.52537, 2.52699, -7.81308], [4.19253, -3.40409, 2.35473], [0.48591, 3.46611, 7.22000], [1.09768, 3.20801, 5.26319], [-5.85506, 4.22101, 5.33127], [-3.92173, 1.61535, 0.71839], [5.47895, -1.36498, -4.46476], [1.47251, -0.98000, -2.36835], [-5.29564, 4.87379, 0.10272], [-5.61187, 5.85027, 0.46958], [5.16109, -2.85746, 7.33891], [-1.88137, 3.09821, -0.97046], [-1.28992, 6.53051, -6.01622], [6.52383, -4.89142, -2.95115], [3.09768, -3.83681, 6.85042], [3.25656, -6.98955, 1.17680], [3.89014, 5.08865, 9.04858], [-5.39868, -1.59231, -6.04961], [-4.92249, -6.34900, -2.32701], [0.40763, 0.64202, 1.21593], [7.54161, -2.56241, -1.99338], [1.92881, 4.42710, 6.14642], [-1.87515, 8.95871, -5.63831], [-7.54134, 5.63154, 3.81964], [-6.53106, -4.71582, -3.96928], [-2.73363, 5.54338, -2.94192], [0.20462, -2.07007, -2.50633], [1.36180, -9.38313, 1.19875], [1.85661, -6.67393, 0.75335], [-5.80143, -7.90484, -4.32362], [-6.15844, 4.46264, -0.42132], [-3.97871, 1.19566, -5.98032], [1.25432, -3.61655, 6.76927], [3.27243, -0.22094, -5.00622], [-5.42970, 4.25097, 4.32814], [8.97969, -3.70434, 0.44623], [-3.74750, -7.23999, -2.10060], [3.47094, 0.37229, -4.11359], [1.05735, 1.68231, 2.08612], [-1.80092, 3.62193, 10.88438], [-5.63222, -7.18687, 0.53576], [-7.56335, -5.99397, -1.38777], [5.73225, -1.64796, 6.11025], [3.40629, -1.63104, -0.92095], [0.38929, -1.02546, -2.25579], [-5.62778, 1.72867, -3.51637], [3.84269, 2.11961, 4.73848], [6.48014, 1.21145, -5.85338], [1.24669, 2.53144, 1.42943], [4.26779, -0.28314, 4.41884], [2.38835, -2.00693, 6.14635], [-0.57849, -7.93453, 1.47403], [1.92216, 1.19179, 2.53287], [-4.01138, 2.19427, -2.27220], [1.42447, 2.20830, 11.19471]], "atomic_forces_ev_per_a": [[-0.610, 1.238, 0.212], [1.021, -0.249, -0.157], [-1.200, 0.476, 0.044], [4.322, 1.734, 3.359], [-0.080, 0.130, 0.427], [-0.886, -1.953, 0.037], [0.445, -2.006, -0.068], [0.661, -0.109, 0.731], [0.100, 0.094, 0.105], [-0.665, -0.145, -0.425], [0.788, 0.501, -0.409], [-0.390, 0.535, 0.084], [4.147, -0.192, -2.265], [0.031, -0.156, -0.843], [0.348, -0.602, -0.326], [-0.229, -0.204, 0.714], [1.109, 0.791, 0.870], [-0.516, -0.222, -0.656], [0.963, 0.212, -0.034], [-0.071, -0.609, 0.399], [-0.339, -0.274, -0.215], [1.721, -1.884, -1.143], [-0.266, -0.177, -0.456], [-0.860, 0.680, 0.863], [-0.876, 1.257, -2.088], [-0.139, 0.272, -0.363], [0.051, 0.109, -0.671], [-0.159, -0.336, -0.675], [-0.737, 0.190, 0.975], [-0.179, -0.220, 0.258], [-0.310, -0.020, -0.406], [-0.250, -0.703, 0.566], [0.242, -1.318, -0.305], [0.574, -0.219, -0.322], [-0.184, 0.565, -0.169], [-0.868, -1.370, -0.779], [1.407, -0.420, -0.110], [1.220, -0.812, 0.810], [-2.522, 0.450, 1.405], [0.576, 0.355, 0.456], [-2.111, 0.855, 0.442], [0.609, 0.748, -1.274], [0.415, -0.005, -0.648], [-0.645, 1.757, 0.287], [0.169, -0.335, 1.531], [-0.301, 0.268, -0.438], [-1.023, -0.900, -0.992], [-0.651, -0.065, 0.260], [0.139, 0.227, 0.101], [-0.919, -0.064, -0.100], [-0.782, -0.331, 1.572], [0.036, 0.370, 0.426], [-0.411, 0.104, 0.305], [-0.136, 0.411, -0.301], [-0.612, -0.219, -0.445], [-0.200, -1.289, -0.661], [-0.429, 0.133, -0.020], [0.162, 1.097, 1.037], [0.228, 0.537, 0.291], [1.361, -0.891, 0.463], [1.270, -0.178, -0.325], [-0.171, -0.440, -0.402], [-0.291, -0.109, 0.393], [-0.076, 1.178, 0.988], [-0.161, 0.118, -0.137], [0.721, 1.017, 1.978], [-0.345, -0.131, 0.621], [0.052, 0.032, -0.100], [-0.925, 0.702, 0.557], [0.662, 0.956, -0.510], [1.527, 0.166, -1.906], [-0.008, -0.663, 0.241], [-0.196, -0.121, 0.085], [0.431, -0.049, -1.723], [-0.548, 0.022, 0.212], [-1.879, -1.249, -0.847], [0.237, -0.058, -0.242], [-1.174, -1.676, -2.066], [0.230, 0.079, -0.025], [0.240, 0.453, -0.266], [0.183, 0.394, -0.410], [0.202, -1.544, 0.743], [-0.080, 0.680, -1.319], [-0.174, 0.265, 0.635], [0.203, 0.905, -1.301], [-0.553, -0.232, 0.435], [0.554, -0.308, -0.590], [-0.205, -0.488, 0.517], [-0.036, -0.069, 0.386], [0.114, -0.250, -0.269], [0.056, 0.262, 0.263], [-0.372, -0.285, 0.775], [0.618, -1.777, 0.933], [0.316, 0.043, 0.135], [0.356, 0.100, -0.930], [0.207, 0.491, 0.580], [-0.336, 3.068, -0.180], [0.042, 0.046, -0.068], [0.329, -0.584, 0.025], [-1.121, -1.249, -0.599], [0.418, -0.578, 1.056], [-0.314, 0.453, -2.384], [-0.482, 0.692, 0.056], [0.249, 0.086, 0.130], [-0.350, 0.199, 0.319], [0.106, 0.578, -0.108], [-0.326, 0.091, -0.547], [-0.665, 0.362, 1.104], [0.136, 0.285, 0.185], [0.866, 0.573, -0.380], [-1.228, -0.219, 0.873], [0.022, 0.203, 0.481], [-0.375, -0.977, 0.308], [-0.316, -0.163, -0.229], [-0.257, 0.733, -0.408], [-0.066, -0.356, -0.989], [-0.752, -0.619, -0.575], [-0.401, 0.220, -0.250], [0.176, 0.414, 0.089], [0.008, -0.089, -0.439], [0.672, -0.892, 0.144], [1.573, 3.273, 1.261], [0.313, 0.107, -0.103], [0.141, 0.783, 0.831], [-0.647, 0.596, -0.053], [0.155, -0.656, -0.011], [0.437, 0.364, -0.018], [-0.323, 0.630, 0.409], [-0.664, 0.435, -1.632], [-0.721, 0.288, 0.868], [0.460, 0.355, 0.089], [-0.160, -0.200, -0.747], [-0.044, 0.086, 0.381], [0.504, -0.513, -0.287], [-0.245, 0.351, 0.098], [0.364, 0.041, -0.228], [-0.281, -0.124, 0.091], [2.281, 1.364, -2.319], [-0.403, -0.087, 0.285], [1.085, 0.120, -1.453], [0.902, -0.581, 0.185], [0.049, 0.433, -0.501], [0.298, 0.478, -0.357], [0.672, 0.462, 0.401], [-0.157, -0.075, -0.105], [-0.769, -0.486, 0.272], [1.928, -0.166, -0.518], [2.337, 1.537, -0.317], [0.399, 0.200, -0.395], [0.890, 0.198, 2.634], [-0.519, -0.166, 0.030], [-0.222, 0.029, -0.053], [0.212, 0.323, 0.479], [0.248, 0.628, 0.180], [-0.054, -0.200, 0.032], [1.046, 0.927, 0.859], [-0.477, -1.503, -0.185], [0.882, -0.682, -0.080], [-0.321, -0.268, 0.435], [0.372, -0.245, -0.792], [-0.958, 0.350, -0.587], [-0.499, -0.508, 2.522], [0.481, 0.655, -0.756], [-0.228, -0.320, 0.185], [-0.461, -0.355, -0.184], [-1.010, -0.685, 0.650], [0.365, 0.053, 0.166], [-1.239, 0.334, -0.066], [-0.269, -0.155, 0.331], [0.932, 0.941, 1.121], [-0.439, -0.115, -0.234], [-0.062, 0.067, 0.474], [-1.264, 0.415, 0.607], [-0.014, -1.680, 1.779], [-0.179, 0.308, -0.354], [-0.463, -1.342, -0.409], [-0.356, -0.434, 0.304], [0.387, -0.196, 1.354], [-0.289, -0.412, -0.636], [0.182, -0.895, -0.453], [0.110, -0.173, 0.579], [0.125, -0.173, -0.091], [0.075, -0.161, 0.099], [0.763, 0.444, -0.537], [0.863, -2.142, -0.491], [0.162, -0.409, 0.708], [3.445, -1.606, -0.125], [-0.917, 0.428, 0.376], [-0.185, -0.371, -0.006], [-1.503, 0.554, -0.156], [-0.072, -0.885, -0.059], [0.045, -0.032, 0.054], [0.451, 0.117, -0.569], [0.107, -0.109, -0.668], [-0.682, 0.565, -0.687], [0.114, 0.505, -0.083], [-0.340, 0.272, -0.434], [-0.762, -0.594, 0.281], [-0.103, -0.299, 0.611], [-0.321, 0.122, 0.425], [0.051, -0.069, -0.151], [1.259, -0.689, 1.371], [0.012, 0.130, 0.070], [-1.098, 0.190, 0.652], [-0.455, -0.416, 0.026], [1.068, -0.948, 0.890], [0.783, -0.497, -0.212], [0.202, 1.444, -0.256], [1.290, -0.363, 0.027], [-1.013, -1.795, 0.523], [0.369, 0.169, 0.877], [0.100, 0.363, -0.076], [-1.428, 0.769, -1.278], [-0.322, 0.058, 0.332], [0.408, 0.599, 1.489], [0.089, 0.112, 0.126], [-2.991, -0.531, -2.558], [0.329, 1.116, -1.133], [0.301, 0.702, 0.223], [-0.714, 1.352, -0.667], [0.124, -0.282, -0.333], [-0.211, 0.044, -0.249], [-0.189, -0.274, -0.080], [-0.381, 0.226, -0.493], [0.242, 1.082, 0.446], [0.687, -0.503, 1.012], [0.062, 0.133, 0.333], [0.100, -1.746, 1.265], [-0.320, 0.067, 0.423], [-0.280, 0.343, 0.186], [0.131, 0.754, -0.075], [-1.550, -0.792, 1.549], [0.732, 0.693, -0.777], [0.816, -0.702, 0.364], [0.594, 1.520, -1.129], [0.254, 0.219, -0.457], [-0.069, -0.699, -0.463], [-0.528, 0.277, 1.424], [0.007, -0.253, -0.109], [-0.470, -0.085, 0.043], [0.184, 0.325, 0.291], [-0.861, 1.312, -1.230], [-0.030, 0.485, 0.436], [-0.923, -0.182, -1.069], [0.353, 0.424, -0.199], [0.399, -0.154, -0.080], [-0.056, 0.180, -0.432], [0.211, -0.278, -0.123], [-0.524, 0.244, -0.785], [-0.369, -0.491, -0.240], [-1.471, 0.973, -0.708], [0.261, -0.310, 0.270], [-1.861, 0.365, -0.426], [-2.239, -0.501, -0.858], [-0.455, 1.567, 1.482], [0.025, -1.058, 1.765], [-0.347, 0.889, -0.457], [-0.070, -0.236, 0.454], [-0.724, -0.103, 0.373], [-0.726, -0.081, 0.275], [0.101, -0.066, 0.031], [-0.806, -0.297, 1.042], [1.836, -1.021, -0.726], [-0.225, -0.993, 0.688], [0.430, -2.518, -0.178], [-0.087, -0.094, 0.121], [-0.021, 0.097, -0.312], [0.325, -0.348, 0.048], [2.196, -0.332, -0.081], [-1.707, 0.107, -0.196], [0.367, -0.139, 0.226], [-1.294, 0.765, 0.084], [-0.559, 0.526, -0.033], [-1.237, -1.162, -0.677], [-0.261, -0.012, -0.230], [0.352, -0.308, 0.322], [0.308, 1.096, -0.495], [0.136, -0.945, -0.192], [0.035, -0.038, -0.074], [0.127, 0.958, -0.980], [-0.291, -1.557, -1.515], [-0.123, 0.666, 0.224], [-0.616, 0.789, -0.487], [0.473, 0.195, 0.517], [1.291, -0.478, -0.973], [2.336, 1.221, 0.901], [1.609, -0.167, -0.344], [0.436, 0.622, -0.001], [0.038, -0.032, 0.117], [-0.775, -0.067, 0.583]], "homo_lumo_gap_ev": 8.23, "lumo_ev": 0.04, "smiles": "CN(C)P(=O)(N(C)C)N(C)C.CN(C)P(=O)(N(C)C)N(C)C.CN(C)P(=O)(N(C)C)N(C)C.CN(C)P(=O)(N(C)C)N(C)C.CN(C)P(=O)(N(C)C)N(C)C.CN(C)P(=O)(N(C)C)N(C)C.CN(C)P(=O)(N(C)C)N(C)C.CN(C)P(=O)(N(C)C)N(C)C.CN(C)P(=O)(N(C)C)N(C)C.CN(C)P(=O)(N(C)C)N(C)C", "molar_mass_g_mol": 1792.04, "de_lowest_kj_mol": 1030.58, "total_energy_ev": -223209.0739, "total_charge": 0, "e_homo_ev": -8.2}